A structure of composition C27H25FN6O7PdS in a non-equilibrium geometry, computed with ωB97M-V with the def2-TZVPD basis set.

Properties
Kohn-Sham gap (spin up / spin down), Ha: 0.2300 / 0.2296
Energy, eV: -68712.975
LUMO (spin up / spin down), eV: 4.32 / 4.32
HOMO energy (spin up / spin down), eV: -1.94 / -1.92
Net charge: -2
Relative energy (zero: lowest compared OMol25 entry of this formula, charge and spin), eV: 0.080
Multiplicity: 1

Atoms and positions in Å:
Pd1 -0.37792 -0.15369 -0.64541
C1 2.62491 1.19057 -5.65227
C2 1.50691 1.48566 -4.69739
C3 1.19504 2.79603 -4.35922
C4 0.19448 3.07394 -3.43877
C5 -0.51235 2.04149 -2.85383
C6 -0.23051 0.72720 -3.19582
C7 0.77679 0.45199 -4.10973
S1 -1.74174 2.40435 -1.60198
O1 -2.93257 1.66158 -1.96505
O2 -1.91488 3.84881 -1.59154
N1 -0.96543 1.86942 -0.32620
C8 -1.60555 2.06721 0.95425
C9 -0.96374 1.24721 2.12157
O3 -1.12083 1.70932 3.25905
O4 -0.38440 0.16207 1.82773
H1 2.59026 1.84788 -6.52139
H2 2.57664 0.16065 -6.00025
H3 3.59327 1.33162 -5.17083
H4 1.75018 3.61168 -4.81184
H5 -0.04280 4.09000 -3.15843
H6 -0.80021 -0.08514 -2.74809
H7 1.01366 -0.57854 -4.34220
H8 -2.66909 1.78605 0.91628
H9 -1.55832 3.12690 1.24397
N2 0.82469 -2.46151 1.38368
C10 0.88232 -2.87352 0.10207
O5 0.68116 -2.06468 -0.84934
C11 1.29637 -4.21977 -0.15433
C12 1.46741 -5.14017 0.87045
N3 1.62964 -5.90722 1.72618
C13 1.51019 -4.64579 -1.46614
N4 1.72206 -5.02644 -2.53845
H10 0.92199 -3.14242 2.11680
H11 0.43763 -1.54237 1.61833
F1 -7.08744 0.46961 -1.87694
C14 -5.85654 -0.01208 -1.51965
C15 -5.41444 0.18134 -0.22540
C16 -4.17802 -0.30923 0.12643
C17 -3.37090 -0.98696 -0.79975
C18 -2.06288 -1.47515 -0.42489
C19 -3.87090 -1.16760 -2.09824
C20 -5.10705 -0.68286 -2.46526
H12 -6.03077 0.72040 0.47921
H13 -3.80787 -0.15885 1.13075
H14 -1.68340 -2.29480 -1.03349
H15 -1.92592 -1.61602 0.64649
H16 -3.26040 -1.67969 -2.83112
H17 -5.48726 -0.80304 -3.46907
O6 4.42724 -3.56017 3.00250
C21 4.80300 -3.44813 1.63786
N5 4.17378 -2.29625 1.07030
C22 4.80724 -1.09446 0.95102
O7 5.99477 -0.92366 1.19661
C23 3.91048 0.01582 0.52972
C24 4.13372 1.30742 1.01078
C25 3.22429 2.30068 0.69613
C26 2.12898 1.97689 -0.09595
N6 1.95056 0.76058 -0.61704
C27 2.82047 -0.19510 -0.30950
H18 4.67706 -4.42825 3.32757
H19 4.46481 -4.33829 1.08642
H20 5.88876 -3.32334 1.53770
H21 3.16509 -2.28732 1.13792
H22 4.98651 1.49142 1.64826
H23 3.33116 3.30452 1.08296
H24 1.35276 2.69833 -0.32251
H25 2.62096 -1.16269 -0.76040

Löwdin population analysis, charges in e, atoms 1 to 8: number 1, Pd, carries 0.809; number 2, C, carries -0.067; number 3, C, carries -0.291; number 4, C, carries -0.060; number 5, C, carries -0.067; number 6, C, carries -0.282; number 7, C, carries -0.105; number 8, C, carries -0.034



A cluster of 2 separate species, C27H25N2O6 in total in a non-equilibrium geometry, computed with ωB97M-V with the def2-TZVPD basis set.

Properties
Kohn-Sham gap, Ha: 0.1767
Energy, eV: -43668.948
LUMO, eV: 1.25
HOMO energy, eV: -3.56
Net charge: -1
Relative energy (zero: lowest compared OMol25 entry of this formula, charge and spin), eV: 0.564
Multiplicity: 1

Atoms and positions in Å:
C1 -6.29504 2.83241 0.42915
C2 -5.30443 1.70976 0.60483
O1 -3.98263 2.29772 0.86231
C3 -3.01426 1.35777 0.92843
N1 -1.76893 2.01275 0.88378
N2 -0.65877 1.40630 0.97585
C4 0.38556 2.50252 1.15644
O2 0.64530 3.29917 0.27894
O3 0.96677 2.40891 2.35225
C5 2.03634 3.40972 2.56640
C6 2.58860 3.22225 3.95913
O4 -3.25364 0.16591 0.99600
H1 -7.30122 2.39645 0.37973
H2 -6.28655 3.54726 1.26194
H3 -6.10889 3.37493 -0.50487
H4 -5.61136 1.05233 1.43824
H5 -5.22394 1.12999 -0.32705
H6 2.81985 3.22811 1.81029
H7 1.61374 4.42057 2.45320
H8 3.44236 3.89405 4.08980
H9 1.84258 3.48359 4.71942
H10 2.93783 2.19686 4.12420
C7 2.46535 1.24597 -4.10115
C8 1.79547 0.10765 -4.54791
C9 1.05714 -0.65949 -3.64969
C10 1.00492 -0.34390 -2.27451
C11 0.34968 -1.20632 -1.29766
C12 -0.83161 -1.96925 -1.69978
C13 -1.71813 -2.61986 -0.67420
C14 -1.94709 -2.00753 0.54687
C15 -2.83731 -2.54040 1.48017
C16 -3.49266 -3.73758 1.18525
C17 -3.29136 -4.35673 -0.05996
C18 -2.44870 -3.76674 -0.99970
O5 -1.19030 -2.09682 -2.88073
C19 1.04275 -1.61956 -0.09388
C20 2.56808 -1.57760 -0.02372
C21 3.44047 -1.72964 -1.10827
C22 4.82624 -1.62772 -0.94010
C23 5.35786 -1.47689 0.34743
C24 4.49677 -1.46017 1.45679
C25 3.11523 -1.51128 1.26273
O6 0.48037 -2.04290 0.93300
C26 1.65246 0.83724 -1.85833
C27 2.38627 1.61067 -2.75545
H11 3.03081 1.86370 -4.79988
H12 1.83771 -0.19569 -5.59131
H13 0.49573 -1.52329 -3.99856
H14 -1.49815 -1.04056 0.71787
H15 -3.03302 -1.99936 2.40244
H16 -4.16577 -4.16861 1.92605
H17 -3.80398 -5.28719 -0.30486
H18 -2.32974 -4.18461 -1.99884
H19 3.02116 -1.90381 -2.09769
H20 5.48283 -1.68016 -1.81390
H21 6.43732 -1.39309 0.48444
H22 4.89652 -1.41059 2.46782
H23 2.44425 -1.50504 2.11737
H24 1.53190 1.13272 -0.81112
H25 2.90127 2.49510 -2.38546

Löwdin population analysis, charges in e, atoms 1 to 8: number 1, C, carries -0.084; number 2, C, carries -0.208; number 3, O, carries 0.002; number 4, C, carries -0.478; number 5, N, carries 0.139; number 6, N, carries 0.231; number 7, C, carries -0.504; number 8, O, carries 0.105



A structure of composition C27H25N6O6RuS in a non-equilibrium geometry, computed with ωB97M-V with the def2-TZVPD basis set.

Properties
Kohn-Sham gap (spin up / spin down), Ha: 0.2360 / 0.2203
Energy, eV: -63036.959
LUMO (spin up / spin down), eV: -4.42 / -5.10
HOMO energy (spin up / spin down), eV: -10.84 / -11.09
Net charge: +1
Relative energy (zero: lowest compared OMol25 entry of this formula, charge and spin), eV: 0.064
Multiplicity: 5

Atoms and positions in Å:
Ru1 -0.09765 -0.13824 -0.05961
C1 4.41561 -3.35972 1.13507
C2 3.52315 -3.43572 0.07451
C3 2.70359 -2.36472 -0.22253
C4 2.77395 -1.18948 0.52787
C5 3.67839 -1.12133 1.60160
C6 4.48663 -2.19991 1.89778
N1 1.92865 -0.10677 0.25214
C7 2.40448 1.16886 0.30678
C8 3.76171 1.55281 0.26173
C9 4.09517 2.88124 0.36782
C10 3.11282 3.87020 0.52612
C11 1.77774 3.53428 0.52473
C12 1.42613 2.19316 0.39378
N2 0.12332 1.71665 0.37073
N3 -0.83833 2.51747 0.64033
C13 -2.05330 1.90206 0.54693
C14 -3.21822 2.58158 0.90350
C15 -4.42376 1.92202 0.81732
C16 -4.44712 0.60686 0.35509
C17 -3.26050 -0.00118 0.00930
N4 -2.07891 0.61765 0.10626
H1 5.03816 -4.20958 1.38089
H2 3.44083 -4.33779 -0.51659
H3 2.01114 -2.43084 -1.04058
H4 3.69816 -0.23082 2.21764
H5 5.16600 -2.14424 2.73794
H6 4.52315 0.80006 0.11902
H7 5.13640 3.17040 0.32070
H8 3.40664 4.90479 0.63712
H9 0.99249 4.27177 0.60640
H10 -3.13782 3.60258 1.24700
H11 -5.34099 2.41761 1.10381
H12 -5.37630 0.06362 0.26359
H13 -3.23522 -1.01810 -0.35475
C18 3.32674 -4.32255 -6.04633
C19 2.47057 -3.25052 -5.44135
C20 1.20137 -2.97556 -5.95030
C21 0.39112 -2.01837 -5.36806
C22 0.85176 -1.34403 -4.24375
C23 2.13044 -1.55357 -3.75256
C24 2.93230 -2.50355 -4.35797
S1 -0.18953 -0.16072 -3.45682
O1 0.55761 0.43909 -2.35162
O2 -0.74669 0.74373 -4.41609
N5 -1.47359 -0.97251 -2.71042
C25 -1.84324 -2.37761 -2.96469
C26 -1.88927 -3.20730 -1.67315
C27 -0.49038 -3.17096 -1.02895
O3 0.31010 -4.04848 -1.27955
O4 -0.25724 -2.12715 -0.28369
H14 2.92358 -4.65992 -6.99889
H15 3.37668 -5.18201 -5.37506
H16 4.34518 -3.96740 -6.20264
H17 0.84282 -3.51666 -6.81659
H18 -0.57288 -1.77300 -5.79600
H19 2.48845 -0.95496 -2.92686
H20 3.93531 -2.66711 -3.98283
H21 -2.25444 -0.33655 -2.84576
H22 -1.10693 -2.84020 -3.61403
H23 -2.80894 -2.42027 -3.47071
H24 -2.11515 -4.23863 -1.93505
H25 -2.62866 -2.83006 -0.96850
O5 0.39651 0.57226 3.76564
N6 0.03622 -0.39300 3.20197
O6 -0.73240 -0.57134 2.30566

Löwdin population analysis, charges in e, atoms 1 to 8: number 1, Ru, carries 1.414; number 2, C, carries -0.057; number 3, C, carries -0.044; number 4, C, carries -0.020; number 5, C, carries -0.259; number 6, C, carries -0.034; number 7, C, carries -0.063; number 8, N, carries 0.009



A cluster of 2 separate species, C27H25NO7 in total in a non-equilibrium geometry, computed with ωB97M-V with the def2-TZVPD basis set.

Properties
Kohn-Sham gap, Ha: 0.1642
Energy, eV: -44221.887
LUMO, eV: -2.70
HOMO energy, eV: -7.16
Relative energy (zero: lowest compared OMol25 entry of this formula, charge and spin), eV: 5.453
Multiplicity: 1

Atoms and positions in Å:
C1 1.14898 -3.41578 -1.62956
C2 1.42763 -2.07844 -2.30057
C3 2.52655 -2.22911 -3.35272
O1 0.30276 -1.58340 -3.04593
C4 -0.72428 -1.01048 -2.34574
O2 -1.80509 -0.84284 -2.89056
C5 -0.49756 -0.67401 -0.94803
C6 -1.69524 -0.67473 -0.14483
C7 -2.05939 -1.96062 0.54459
C8 -1.47060 -2.22798 1.78798
C9 -1.89787 -3.31241 2.53724
C10 -2.85419 -4.18192 1.97662
N1 -3.24124 -5.33061 2.71616
O3 -4.06773 -6.12683 2.21451
O4 -2.73341 -5.50189 3.85105
C11 -3.40490 -3.94624 0.69706
C12 -3.00035 -2.83004 -0.01986
C13 0.80988 -0.88115 -0.39214
O5 1.05118 -0.87199 0.80533
O6 1.82857 -1.09983 -1.31455
H1 0.32476 -3.35159 -0.90577
H2 0.89025 -4.15083 -2.39963
H3 2.07219 -3.73592 -1.12524
H4 2.61190 -1.30623 -3.93460
H5 3.47739 -2.47697 -2.87776
H6 2.22976 -3.03800 -4.02872
H7 -1.47171 -0.01610 0.67486
H8 -2.51767 -0.31211 -0.76662
H9 -0.64828 -1.60422 2.13995
H10 -1.50172 -3.51222 3.53012
H11 -4.13374 -4.64883 0.30208
H12 -3.36881 -2.62728 -1.02778
C14 5.78131 3.71142 0.71767
O7 4.93361 3.26472 1.80777
C15 3.65129 2.94188 1.49281
C16 2.86582 2.40517 2.54482
C17 1.59595 1.97422 2.28629
C18 1.00490 2.13883 1.00014
C19 -0.35393 1.76544 0.87309
C20 -1.37022 2.45699 0.15048
C21 -2.74001 2.07610 0.35187
C22 -3.76649 2.65168 -0.37333
C23 -3.49026 3.71037 -1.25616
C24 -2.17000 4.16186 -1.40079
C25 -1.12316 3.55554 -0.71263
C26 1.81871 2.60854 -0.05956
C27 3.11111 3.03542 0.18063
H13 6.78324 3.74405 1.15189
H14 5.74200 2.99703 -0.12439
H15 5.47346 4.71576 0.37597
H16 3.31631 2.32796 3.53461
H17 1.00886 1.51457 3.08379
H18 -0.70040 1.16695 1.72240
H19 -2.98589 1.31129 1.09879
H20 -4.78223 2.25412 -0.27743
H21 -4.29142 4.12204 -1.86920
H22 -1.95420 4.97728 -2.09244
H23 -0.11306 3.94247 -0.81781
H24 1.42354 2.61334 -1.07548
H25 3.72316 3.41551 -0.64069

Löwdin population analysis, charges in e, atoms 1 to 8: number 1, C, carries 0.025; number 2, C, carries -0.536; number 3, C, carries 0.010; number 4, O, carries 0.066; number 5, C, carries -0.430; number 6, O, carries 0.071; number 7, C, carries -0.091; number 8, C, carries -0.167



Among the records above, which one has the highest multiplicity?
C27H25N6O6RuS



Among the records above, which one has the highest relative energy (zero: lowest compared OMol25 entry of this formula, charge and spin)?
C27H25NO7



Which value of multiplicity does entry 3 give?
5